(1)
Density functional theory data (ωB97M-V/def2-TZVPD) for a molecular structure, C21H19F5MoN9O10STe in a non-equilibrium geometry.

As for the net charge: +1. As for the expectation value of S²: 2.343. For the energy above the lowest of the compared OMol25 structures with the same formula, charge and spin, the calculation gives 14.9 kcal per mole. The spin multiplicity is 3. The total energy is -89527.9729 eV. For the HOMO energy (alpha / beta), the calculation gives -10.572 / -10.997 eV.

Each line ends with the Löwdin charge.
CARTESIAN COORDINATES (ANGSTROEM)
Mo1 1.92122 -0.06047 0.25300  1.612
S1 3.01876 2.12754 0.21047  0.743
C1 1.59877 3.10103 0.12291  -0.781
N1 1.73010 4.42006 -0.03413  0.080
N2 0.76362 5.14612 -0.49379  0.062
C2 -0.38805 4.80583 -1.27253  -0.236
C3 -1.54484 5.53252 -1.05109  -0.016
C4 -2.65533 5.30300 -1.85415  -0.063
C5 -2.59112 4.37324 -2.87814  -0.072
C6 -1.41234 3.66951 -3.10649  -0.075
C7 -0.30366 3.87646 -2.30461  -0.033
N3 0.38321 2.59655 0.37410  0.059
N4 0.36055 1.34062 0.65617  -0.133
C8 -0.95524 0.89405 1.02799  -0.268
C9 -1.11370 0.15296 2.19170  -0.030
C10 -2.37241 -0.32312 2.52370  -0.060
C11 -3.45824 -0.06109 1.69599  -0.063
C12 -3.29200 0.69901 0.54627  -0.056
C13 -2.03784 1.18888 0.20930  -0.026
H1 0.92607 6.13468 -0.35679  0.166
H2 -1.58280 6.26168 -0.25143  0.121
H3 -3.56564 5.85983 -1.67924  0.112
H4 -3.45152 4.20531 -3.51177  0.110
H5 -1.34857 2.96054 -3.92142  0.109
H6 0.61490 3.33751 -2.49939  0.120
H7 -0.25686 -0.03962 2.82497  0.114
H8 -2.50876 -0.89821 3.42994  0.114
H9 -4.43748 -0.44057 1.95615  0.113
H10 -4.13992 0.91470 -0.09084  0.114
H11 -1.88942 1.78515 -0.68352  0.107
C14 3.02429 -2.20896 5.14369  -0.004
O1 2.70292 -1.11048 4.27051  0.040
C15 2.73406 -1.26124 2.96928  -0.517
O2 2.44324 -0.26350 2.28272  -0.099
N5 3.08931 -2.43964 2.44648  0.063
N6 2.99834 -2.59934 1.06495  0.056
H12 2.92326 -1.81276 6.14712  0.108
H13 4.05185 -2.53559 4.98393  0.108
H14 2.31679 -3.02681 5.00209  0.106
H15 3.23310 -3.24332 3.03747  0.148
H16 2.27307 -3.27698 0.85276  0.087
H17 3.89330 -2.87442 0.67696  0.111
O3 -4.22038 -2.82322 -3.06363  0.110
N7 -3.87899 -3.40006 -2.05582  -0.346
O4 -4.44373 -4.33806 -1.54015  0.113
C16 -2.66338 -2.90563 -1.38031  -0.098
C17 -1.93935 -1.90859 -1.96926  0.114
C18 -0.79783 -1.43083 -1.32762  -0.052
C19 -0.37798 -1.94187 -0.07656  -0.228
O5 0.61381 -1.49105 0.62881  -0.223
C20 -1.16667 -2.98893 0.44730  -0.041
C21 -2.29843 -3.46218 -0.16051  0.124
N8 -0.77475 -3.58726 1.73124  -0.319
O6 -1.66172 -3.83258 2.51332  0.131
O7 0.40419 -3.84620 1.89720  0.082
N9 -0.11157 -0.34976 -1.98629  -0.228
O8 1.06092 -0.01385 -1.63227  -0.198
O9 -0.62242 0.19648 -2.92004  0.179
H18 -2.24925 -1.49534 -2.91807  0.146
H19 -2.89241 -4.24495 0.29065  0.151
F1 2.24618 -2.27843 -2.15820  -0.358
Te1 3.72403 -1.14723 -2.46396  1.839
F2 3.11560 0.45705 -3.16342  -0.338
F3 3.58150 -1.76960 -4.18533  -0.314
F4 5.40574 -0.47756 -2.80224  -0.322
F5 4.67849 -2.63322 -1.88610  -0.344
O10 3.57343 -0.49778 -0.73007  -0.729

***

(2)
Density functional theory data (ωB97M-V/def2-TZVPD) for a molecular structure, C21H19N2OSV in a non-equilibrium geometry.

As for the net charge: +1. As for the expectation value of S²: 1.055. For the energy above the lowest of the compared OMol25 structures with the same formula, charge and spin, the calculation gives 18.6 kcal per mole. The spin multiplicity is 2. The total energy is -63628.9735 eV. For the HOMO energy (alpha / beta), the calculation gives -10.206 / -8.610 eV.

Each line ends with the Löwdin charge.
CARTESIAN COORDINATES (ANGSTROEM)
V1 -0.07414 0.17837 0.24913  0.860
S1 0.05286 -3.18693 -2.51637  1.170
C1 -1.56554 -3.08473 -1.86327  -0.435
C2 -2.59684 -4.00523 -1.93327  -0.072
C3 -3.78264 -3.70483 -1.29197  -0.067
C4 -3.94084 -2.51733 -0.57867  -0.066
C5 -2.91804 -1.59513 -0.49617  -0.011
C6 -1.71264 -1.88523 -1.13927  -0.294
N1 -0.57844 -1.12693 -1.09637  -0.060
C7 0.42776 -1.67933 -1.73877  -0.487
C8 1.72536 -1.07733 -1.56727  -0.250
C9 2.87516 -1.43623 -2.26767  -0.031
C10 4.07766 -0.84113 -1.93587  -0.064
C11 4.13386 0.06537 -0.88677  -0.065
C12 2.98416 0.41767 -0.19087  -0.111
C13 1.75056 -0.11993 -0.52787  -0.172
H1 -2.46154 -4.94063 -2.44967  0.115
H2 -4.60034 -4.40553 -1.33127  0.112
H3 -4.87524 -2.33573 -0.07177  0.111
H4 -3.02744 -0.66523 0.05683  0.113
H5 2.81066 -2.16653 -3.06077  0.108
H6 4.97046 -1.08233 -2.48967  0.110
H7 5.07706 0.51447 -0.61647  0.108
H8 3.06276 1.11287 0.63953  0.097
C14 -1.52554 3.82537 -1.23777  0.018
C15 -0.47554 2.81877 -0.87667  -0.381
C16 0.97316 3.13907 -1.05727  0.016
O1 -0.81724 1.72067 -0.39457  -0.090
H9 -1.09754 4.77507 -1.54537  0.088
H10 -2.19434 3.98307 -0.38927  0.102
H11 -2.14264 3.43617 -2.05067  0.107
H12 1.14146 4.14777 -1.41617  0.092
H13 1.41816 2.42107 -1.74997  0.105
H14 1.48126 3.00327 -0.09957  0.091
C17 -0.00464 0.53597 4.81203  -0.044
C18 0.21106 -0.63073 4.08203  -0.033
C19 0.35266 -0.53933 2.71343  -0.125
N2 0.26856 0.62207 2.04183  -0.113
C20 0.08806 1.74267 2.75023  -0.099
C21 -0.04574 1.74167 4.12733  -0.037
H15 -0.13764 0.50477 5.88123  0.115
H16 0.27276 -1.59103 4.56923  0.117
H17 0.55366 -1.42943 2.10393  0.123
H18 0.04856 2.66887 2.18513  0.117
H19 -0.18334 2.67167 4.65553  0.115

***

(3)
Density functional theory data (ωB97M-V/def2-TZVPD) for a molecular structure, C21H19N2RuS4Si in a non-equilibrium geometry.

As for the net charge: +1. As for the expectation value of S²: 6.021. The spin multiplicity is 5. The total energy is -78859.6763 eV. For the HOMO energy (alpha / beta), the calculation gives -10.471 / -11.414 eV.

Each line ends with the Löwdin charge.
CARTESIAN COORDINATES (ANGSTROEM)
Ru1 -0.13185 -0.91214 0.62570  0.656
S1 -1.38436 -2.33144 -0.68468  0.043
S2 -2.46641 -1.47605 0.95354  -0.056
S3 -3.23051 0.39233 0.44444  0.062
S4 -1.44067 1.58299 0.33771  0.168
N1 1.91828 0.02410 1.24068  -0.012
C1 2.37674 -0.37949 2.54797  -0.234
C2 3.42092 0.32283 3.20459  0.018
C3 3.87922 -0.16137 4.47596  -0.037
C4 3.38830 -1.38328 4.90366  -0.019
C5 2.41641 -2.14248 4.21625  -0.158
C6 1.93189 -3.39472 4.61384  0.013
C7 1.00574 -4.09894 3.84545  -0.010
C8 0.37463 -3.40655 2.75499  -0.053
N2 0.85354 -2.18692 2.34521  -0.009
C9 1.84543 -1.57223 3.06051  -0.195
H1 2.56394 -0.40293 0.60377  0.069
H2 1.86489 1.08062 1.10692  0.129
H3 3.75902 1.23983 2.70360  0.119
H4 4.59686 0.43658 5.04657  0.118
H5 3.71127 -1.82182 5.85091  0.125
H6 2.16018 -3.90550 5.55020  0.131
H7 0.74451 -5.09100 4.15244  0.105
H8 -0.40777 -3.75010 2.07771  0.092
C10 -5.19534 0.69414 -4.45773  -0.059
C11 -3.83682 0.52207 -4.84717  -0.058
C12 -2.83300 1.03921 -4.00050  -0.110
C13 -3.09283 1.75278 -2.82820  -0.344
C14 -4.41371 1.82620 -2.46048  -0.158
C15 -5.48247 1.46513 -3.30480  -0.061
Si1 -1.65539 2.48373 -1.84427  0.628
C16 0.06804 1.90726 -2.23013  -0.381
C17 0.29892 0.54220 -2.29984  -0.171
C18 1.52942 -0.00860 -1.90708  -0.114
C19 2.57831 0.88600 -1.53236  -0.085
C20 2.34292 2.28693 -1.63223  -0.075
C21 1.14867 2.76582 -2.06479  -0.118
H9 -5.94559 0.20807 -5.10009  0.111
H10 -3.52209 0.25123 -5.84798  0.105
H11 -1.77539 0.91206 -4.32066  0.105
H12 -4.69285 2.29989 -1.50798  0.100
H13 -6.59424 1.58270 -3.05886  0.134
H14 -1.65619 3.93668 -1.54292  -0.001
H15 -0.45469 -0.16920 -2.55127  0.063
H16 1.81255 -1.04192 -1.97468  0.099
H17 3.43886 0.38166 -1.16590  0.090
H18 3.20833 3.00718 -1.42926  0.139
H19 0.97437 3.80644 -2.06878  0.095

***

(4)
Density functional theory data (ωB97M-V/def2-TZVPD) for a single C21H19N3O3 molecule.

For the energy above the lowest of the compared OMol25 structures with the same formula, charge and spin, the calculation gives 10.6 kcal per mole. The total energy is -32699.3959 eV. For the HOMO energy, the calculation gives -8.393 eV.

Each line ends with the Löwdin charge.
CARTESIAN COORDINATES (ANGSTROEM)
C1 0.41786 0.29609 -3.23002  0.015
C2 0.00109 1.49274 -2.40178  -0.532
O1 0.48728 2.59600 -2.51501  0.071
N1 -0.99897 1.21795 -1.52592  0.099
H1 -1.26630 0.25874 -1.36288  0.116
C3 -1.41404 2.16979 -0.52758  -0.192
C4 -0.55042 2.08572 0.73041  -0.451
O2 -0.56346 2.88742 1.62446  0.129
O3 0.19686 0.98171 0.71515  0.014
C5 1.11230 0.77747 1.79124  -0.097
C6 2.37237 0.17270 1.23916  -0.177
C7 3.61887 0.69581 1.55807  -0.012
C8 4.76801 0.13246 1.03751  -0.012
C9 4.67391 -0.96100 0.17740  -0.234
C10 3.42338 -1.48479 -0.15350  -0.013
C11 2.28425 -0.91928 0.38126  -0.018
H2 1.31135 -1.31671 0.13329  0.120
H3 3.35848 -2.33038 -0.82236  0.121
C12 5.84589 -1.54397 -0.35870  -0.193
N2 6.79363 -2.02360 -0.78923  0.164
H4 5.73847 0.53595 1.28491  0.122
H5 3.69061 1.54860 2.21637  0.119
H6 1.30350 1.73468 2.28683  0.129
H7 0.64132 0.09517 2.51148  0.145
H8 -1.28469 3.17306 -0.94957  0.164
C13 -2.88147 1.93564 -0.11916  -0.063
C14 -3.02412 0.61657 0.56837  -0.181
C15 -2.92150 0.38540 1.90976  -0.040
N3 -3.02236 -0.95437 2.16799  0.090
C16 -3.19770 -1.62182 0.99082  -0.209
C17 -3.34620 -2.97943 0.73538  -0.021
C18 -3.50610 -3.36876 -0.57662  -0.096
C19 -3.52658 -2.43213 -1.61452  -0.096
C20 -3.38038 -1.08570 -1.36928  -0.042
C21 -3.20298 -0.66073 -0.05016  -0.137
H9 -3.41458 -0.37076 -2.17880  0.111
H10 -3.66443 -2.77917 -2.62797  0.099
H11 -3.62457 -4.41590 -0.81129  0.100
H12 -3.34049 -3.70109 1.53897  0.108
H13 -3.01142 -1.37425 3.08169  0.157
H14 -2.78160 1.09273 2.70483  0.133
H15 -3.17935 2.73928 0.55486  0.128
H16 -3.50489 1.97097 -1.01343  0.126
H17 1.02426 -0.36647 -2.61476  0.073
H18 1.01367 0.63118 -4.07375  0.085
H19 -0.45112 -0.25124 -3.58586  0.078

***

Q: Which formula does entry 2 have?
A: C21H19N2OSV

***

Q: Which formula does entry 2 have?
A: C21H19N2OSV